1.
ORCA calculation (ωB97M-V/def2-TZVPD) on a structure of composition C4H11O3Sc in a non-equilibrium geometry.

Positions of all 19 atoms, in Å:
C1 1.835 -0.290 -1.434
H1 2.449 0.404 -2.024
H2 2.574 -1.057 -1.139
H3 1.059 -0.933 -1.883
O1 -0.258 1.933 -2.333
Sc1 -1.501 3.489 -2.417
H4 -0.339 1.461 -1.361
O2 1.462 0.498 -0.101
C2 -2.351 -0.107 1.060
O3 -1.022 0.162 1.422
C3 -0.114 -0.876 1.165
C4 1.279 -0.288 1.053
H5 -2.764 0.834 0.672
H6 -2.465 -0.774 0.187
H7 -2.823 -0.668 1.885
H8 -0.357 -1.437 0.243
H9 -0.148 -1.596 2.003
H10 2.006 -1.118 1.088
H11 1.479 0.363 1.916

Properties
Total energy in eV: -31164.68657
HOMO-LUMO gap (alpha / beta) in eV: 6.5387 / 6.4993
Max |F| in Eh/bohr: 0.07596
Net charge: 0
Energy relative to the best compared isomer or geometry (same formula, charge and spin) in kcal per mole: 25.40

2.
ORCA calculation (ωB97M-V/def2-TZVPD) on a structure of composition C4H11O4 in a non-equilibrium geometry.

Positions of all 19 atoms, in Å:
C1 -0.760 1.792 -0.447
O1 -0.168 3.043 -0.492
C2 0.104 0.750 0.305
C3 -0.352 -0.712 -0.048
C4 0.698 -1.733 0.316
O2 0.439 -2.755 0.914
H1 -1.791 1.861 -0.085
H2 -0.837 1.398 -1.501
H3 1.186 0.731 0.227
H4 -0.144 0.912 1.365
H5 -0.503 -0.655 -1.140
H6 -1.384 -0.837 0.297
H7 1.765 -1.583 0.056
H8 2.045 3.575 0.811
H9 1.131 3.035 -0.434
O3 2.191 3.095 -0.031
H10 -1.835 -2.874 -0.902
H11 -1.652 -3.468 0.455
O4 -2.022 -3.681 -0.418

Properties
Total energy in eV: -12516.10349
HOMO-LUMO gap in eV: 7.3087
Max |F| in Eh/bohr: 0.05657
Net charge: -1
Energy relative to the best compared isomer or geometry (same formula, charge and spin) in kcal per mole: 57.77

3.
ORCA calculation (ωB97M-V/def2-TZVPD) on an isolated molecule of C4H11OPSi in a non-equilibrium geometry.

Positions of all 18 atoms, in Å:
C1 0.561 -2.042 -2.548
O1 0.620 -0.702 -2.175
Si1 -0.403 0.056 -1.211
C2 0.176 1.871 -0.891
C3 -0.603 -0.966 0.361
P1 0.145 -0.620 1.798
C4 1.394 0.479 2.873
H1 0.637 -2.652 -1.596
H2 1.377 -2.104 -3.330
H3 -0.583 -2.286 -2.972
H4 -1.802 0.296 -1.856
H5 0.645 2.224 -1.830
H6 -0.688 2.322 -0.454
H7 0.878 1.837 -0.163
H8 -0.042 -1.757 2.772
H9 2.393 0.267 2.497
H10 1.041 1.474 2.969
H11 1.201 0.206 3.973

Properties
Total energy in eV: -23536.67325
HOMO-LUMO gap in eV: 8.3196
Max |F| in Eh/bohr: 0.07160
Net charge: 0
Energy relative to the best compared isomer or geometry (same formula, charge and spin) in kcal per mole: 25.97

4.
ORCA calculation (ωB97M-V/def2-TZVPD) on a cluster of 2 separate species, C4H11OS in total in a non-equilibrium geometry.

Positions of all 17 atoms, in Å:
C1 -1.688 -1.348 2.148
C2 -0.772 -1.469 0.906
S1 -1.324 -2.725 -0.362
H1 -2.662 -1.828 2.050
H2 -1.114 -1.880 2.886
H3 -1.914 -0.303 2.352
H4 0.223 -1.710 1.254
H5 -0.753 -0.541 0.333
H6 -0.199 -3.459 -0.236
C3 1.320 1.246 -1.865
O1 0.389 0.818 -2.682
C4 1.203 2.582 -1.019
H7 1.568 0.548 -0.950
H8 2.298 1.382 -2.422
H9 0.687 2.460 -0.055
H10 2.215 2.936 -0.808
H11 0.526 3.291 -1.530

Properties
Total energy in eV: -17207.69859
HOMO-LUMO gap in eV: 5.3934
Max |F| in Eh/bohr: 0.03254
Net charge: -1
Energy relative to the best compared isomer or geometry (same formula, charge and spin) in kcal per mole: 57.61

5.
ORCA calculation (ωB97M-V/def2-TZVPD) on a cluster of 2 separate species, C4H11OS in total.

Positions of all 17 atoms, in Å:
C1 -2.664 0.272 -0.418
C2 2.853 -0.106 0.438
C3 0.453 -1.061 -0.484
C4 -2.882 0.283 0.882
O1 1.100 1.443 -0.666
S1 1.105 0.316 0.476
H1 0.638 2.264 -0.456
H2 -2.121 1.057 -0.922
H3 -3.064 -0.501 -1.054
H4 3.422 0.703 0.888
H5 3.178 -0.260 -0.587
H6 3.005 -1.010 1.023
H7 -0.636 -1.003 -0.471
H8 0.768 -1.997 -0.034
H9 0.817 -0.984 -1.505
H10 -2.516 1.071 1.521
H11 -3.457 -0.487 1.369

Properties
Total energy in eV: -17200.53911
HOMO-LUMO gap in eV: 9.6170
Max |F| in Eh/bohr: 0.01678
Net charge: +1
Energy relative to the best compared isomer or geometry (same formula, charge and spin) in kcal per mole: 0.53

6.
ORCA calculation (ωB97M-V/def2-TZVPD) on an isolated molecule of C4H11P in a non-equilibrium geometry.

Positions of all 16 atoms, in Å:
C1 -1.129 -1.815 0.241
P1 -0.540 -0.062 -0.596
C2 -2.044 1.037 -0.369
C3 0.919 0.374 0.618
C4 2.272 -0.299 0.421
H1 -0.243 -2.491 0.379
H2 -1.579 -2.453 -0.470
H3 -0.025 0.421 -1.769
H4 -1.702 2.127 -0.507
H5 -2.747 0.585 -1.039
H6 -2.244 1.104 0.624
H7 0.943 1.552 0.691
H8 0.309 0.058 1.557
H9 2.700 -0.424 1.356
H10 1.975 -1.276 -0.142
H11 2.975 0.288 -0.263

Properties
Total energy in eV: -13611.06458
HOMO-LUMO gap in eV: 8.6405
Max |F| in Eh/bohr: 0.09076
Net charge: 0
Energy relative to the best compared isomer or geometry (same formula, charge and spin) in kcal per mole: 82.76